(1)
Computed, not measured: C32H33AlClF9NNaO17V as an isolated structure, with ωB97M-V/def2-TZVPD.

Structure (XYZ):
```
96
Properties=species:S:1:pos:R:3:forces:R:3:mulliken_charge:R:1
C 6.006020 1.950885 1.585147 -0.03 -0.91 -0.47 -0.70
C 4.661098 1.064021 1.448738 -1.67 1.77 1.40 0.52
O 3.580698 1.553243 1.852835 3.58 -2.28 -1.85 -0.53
O 4.796522 -0.260029 0.908440 -0.28 2.76 0.10 -0.32
C 4.016298 -0.407726 -0.313454 -0.83 -1.44 -0.83 -0.59
C 2.920522 -1.605718 -0.166308 -0.01 0.70 -0.39 -0.26
C 1.755259 -1.320122 -1.252870 -0.74 0.29 0.43 -0.77
C 0.444233 -0.616013 -0.601189 1.26 0.44 0.54 -0.65
C -0.314403 -1.534509 0.471463 -0.64 -0.09 -0.10 -0.22
C -1.540197 -2.375839 -0.160683 -0.04 -0.37 -0.43 -0.46
Al -3.377301 -1.825530 0.634390 1.11 -0.24 0.20 -0.47
C -3.094639 -1.683181 2.651587 -0.23 0.34 0.92 -0.65
C -4.001430 -0.593659 3.405526 -0.15 -1.56 1.36 -0.04
C -5.589068 -0.812436 3.242751 0.40 1.46 0.38 -0.93
Cl -3.487175 1.164332 3.040346 -0.37 -1.31 0.07 -0.22
O -4.569835 -3.169360 0.094501 0.69 0.72 0.23 -0.23
N -5.461107 -3.488724 1.044643 0.27 -1.12 0.46 0.26
O -5.205518 -4.540091 1.561815 -0.46 0.57 -0.31 -0.36
C -3.880451 -0.069540 -0.302328 1.13 3.69 -0.12 0.57
O -3.212320 1.012241 -0.216272 -2.54 -4.19 -0.54 -0.58
C -5.192343 0.042194 -1.286296 1.51 -0.05 -1.32 0.83
F -4.853808 1.037082 -2.273819 -1.51 -1.84 1.89 -0.29
F -5.345777 -1.188414 -2.022218 0.13 2.64 1.53 -0.29
C -6.556177 0.356801 -0.503145 -1.17 -0.39 -0.39 0.68
F -6.367220 1.043236 0.726359 -0.26 -1.90 -2.62 -0.24
F -7.201095 -0.916127 -0.296813 1.49 3.16 0.04 -0.33
C -7.606726 1.262758 -1.357752 -1.29 -1.14 0.47 0.71
F -7.721618 0.749297 -2.672697 0.23 1.42 2.83 -0.27
F -8.884807 1.063401 -0.700885 2.39 0.62 -1.52 -0.33
C -7.301557 2.834403 -1.278036 2.75 3.54 0.40 0.23
O -6.171519 3.333847 -1.062625 -4.57 -3.10 -0.98 -0.42
O -8.368927 3.779072 -1.479956 0.75 -2.78 1.25 -0.49
H 6.748094 1.647772 0.759152 -1.13 0.44 1.37 0.21
H 5.775236 3.077912 1.502305 0.09 -2.00 0.21 0.30
H 6.492407 1.736424 2.600722 -0.74 0.30 -1.53 0.27
H 4.728376 -0.753117 -1.159461 -0.96 0.91 1.36 0.24
H 3.516632 0.591828 -0.584386 0.62 -1.62 0.42 0.40
H 3.393653 -2.634423 -0.383766 -0.53 1.71 0.42 0.20
H 2.542387 -1.605429 0.918093 0.40 0.04 -1.69 0.27
H 1.402737 -2.281646 -1.758571 0.71 1.22 0.56 0.27
H 2.169519 -0.589088 -2.042437 -0.60 -1.30 0.98 0.39
H -0.242195 -0.185950 -1.423185 0.87 -0.95 1.32 0.32
H 0.848388 0.310142 -0.033318 -0.69 -1.38 -0.84 0.30
H -0.758412 -0.816050 1.262060 0.89 -1.26 -1.13 0.17
H 0.379614 -2.300971 0.992864 -0.86 1.58 -0.79 0.14
H -1.574268 -2.207722 -1.294292 0.17 -0.47 1.24 0.65
H -1.474494 -3.521082 0.058801 0.48 3.13 0.61 -0.39
H -3.358613 -2.713962 3.107266 0.24 1.52 -0.52 0.37
H -1.993978 -1.494986 2.962970 -1.75 -0.27 -0.64 0.34
H -3.783604 -0.719120 4.536566 -0.36 0.57 -1.84 0.41
H -5.921798 -1.489843 4.103027 0.34 0.67 -1.56 0.34
H -6.091248 0.218872 3.407254 0.74 -1.73 -0.20 0.28
H -5.916177 -1.163988 2.208092 0.54 0.16 1.51 0.06
H -9.141930 3.500794 -0.917589 0.80 0.09 -0.96 0.37
Na -1.658172 -4.904925 -0.899642 0.15 -1.24 -0.51 0.94
C 4.210371 -7.364066 0.080049 -0.48 0.79 -2.43 -0.39
C 4.392508 -7.719252 1.393139 0.71 -0.98 3.29 0.37
C 3.183125 -7.437964 2.275830 -1.06 0.25 0.53 0.41
O 3.109692 -7.742573 3.454411 0.50 0.01 -0.66 -0.57
C 2.027237 -6.747236 1.670731 0.24 -0.50 2.11 -0.32
C 1.852549 -6.381417 0.361941 -0.21 0.71 -2.74 0.19
C 3.018172 -6.759088 -0.542062 1.03 -0.46 -0.33 0.63
O 3.030540 -6.588094 -1.752310 -0.49 0.18 0.51 -0.62
O 0.870853 -5.796095 -0.146883 0.17 -0.38 0.59 -0.57
O 5.402940 -8.231271 1.911712 -1.03 0.62 -1.06 -0.59
H 5.015393 -7.537283 -0.625867 0.03 -0.05 0.03 0.44
H 1.241986 -6.525059 2.385021 -0.05 0.00 -0.02 0.47
O -4.151043 -7.396874 2.883777 -2.58 0.12 1.15 -0.94
V -5.744474 -7.186287 3.554711 -0.02 0.50 -0.22 1.41
O -7.335697 -6.993107 4.234115 2.76 -0.51 -1.10 -0.93
C -5.368746 5.502837 -3.106423 -0.09 0.41 -0.26 -0.87
C -3.961160 5.138490 -2.675583 -0.77 -0.43 0.47 -0.02
O -2.991194 5.659304 -3.601071 0.87 1.08 -0.38 -0.33
C -2.704164 6.971118 -3.482536 -1.47 -1.08 1.35 0.37
O -3.209464 7.703568 -2.668743 0.79 -0.06 -0.88 -0.51
C -1.634967 7.380029 -4.489227 1.27 0.58 -1.32 0.86
F -1.893433 6.921714 -5.733218 -0.22 0.02 0.58 -0.25
F -0.417660 6.901619 -4.151045 -0.59 0.00 0.21 -0.25
F -1.504761 8.716485 -4.596361 -0.38 -0.58 0.38 -0.25
H -5.555351 5.169222 -4.130745 0.05 -0.12 0.08 0.30
H -6.103861 5.044696 -2.445582 0.19 0.10 -0.09 0.08
H -5.521879 6.585018 -3.092050 0.05 -0.09 0.09 0.35
H -3.848504 4.052065 -2.679715 0.25 0.18 -0.17 0.21
H -3.747509 5.480342 -1.659648 0.07 0.14 -0.21 0.32
C 10.416513 4.618102 -0.372807 -0.32 0.03 0.13 -0.35
C 9.511295 4.119686 0.470281 0.07 0.24 -0.23 -0.23
C 9.808168 2.933075 1.300373 -0.31 -0.19 0.32 0.40
O 8.982074 2.476525 2.068369 0.32 0.18 -0.19 -0.51
C 11.146922 2.321558 1.161122 0.32 -0.04 -0.14 -0.37
C 12.052160 2.819957 0.318050 -0.09 -0.24 0.24 -0.35
C 11.755406 4.006613 -0.512093 0.33 0.18 -0.31 0.34
O 12.581453 4.463170 -1.280069 -0.22 -0.12 0.21 -0.55
H 10.215870 5.485816 -0.988711 0.04 -0.02 -0.01 0.40
H 8.526579 4.555862 0.584866 0.00 -0.04 0.03 0.40
H 11.347469 1.453812 1.777046 -0.05 0.01 0.01 0.42
H 13.036768 2.383791 0.203484 -0.01 0.04 -0.03 0.40
```
Positions in Å, forces in eV/Å.

As for the highest occupied orbital energy: -4.82 eV. The net charge is -1. The orbital gap comes out at 1.55 eV. As for the calculated total energy: -143685.05259 eV.

=====

(2)
Computed, not measured: C32H33BrCoN7O2Sb as an isolated structure, with ωB97M-V/def2-TZVPD.

Structure (XYZ):
```
77
Properties=species:S:1:pos:R:3:forces:R:3:mulliken_charge:R:1
Co 0.271244 -0.195505 -0.236388 0.23 -0.15 0.15 1.96
C -1.630656 -2.776005 -2.021988 -0.01 0.10 -0.03 -0.93
C -0.621856 -3.354105 -1.086188 -0.16 -0.47 -0.14 0.64
C -0.539456 -4.745505 -1.034788 0.14 0.00 0.14 -0.93
C 0.335144 -5.368605 -0.170188 -0.08 0.16 -0.07 -0.76
C 1.120044 -4.557205 0.627812 -0.02 0.08 -0.01 -0.87
C 1.007244 -3.179005 0.504912 0.85 -0.20 0.91 -0.07
N 0.165444 -2.570305 -0.326988 -0.35 0.71 -0.28 0.53
Sb 2.395344 -2.157405 1.827612 -0.42 0.37 -0.49 0.87
C 1.025544 -0.687505 2.700112 0.80 -0.88 0.23 -0.45
C 1.146344 -0.664705 4.080812 0.03 -0.03 -0.13 -0.73
C 0.378644 0.225195 4.814112 -0.13 0.12 -0.13 -1.05
C -0.467156 1.058395 4.115212 0.20 -0.18 0.03 -1.17
C -0.550156 0.977495 2.724312 -0.04 0.25 0.32 0.92
C -1.500756 1.932395 2.080512 -0.05 0.00 -0.25 -1.57
N 0.193944 0.106395 2.022012 -0.29 0.17 -0.62 1.63
C 3.253244 -0.865105 0.293912 0.25 -0.87 0.93 -0.29
C 4.636744 -0.912205 0.291112 -0.15 0.00 0.01 -0.85
C 5.336644 -0.083705 -0.568388 -0.13 0.13 -0.13 -0.80
C 4.603744 0.763895 -1.369988 0.00 -0.21 0.12 -1.07
C 3.208844 0.754595 -1.323188 0.42 0.19 -0.16 0.71
C 2.512844 1.728495 -2.216088 -0.31 0.05 -0.02 -1.23
N 2.536844 -0.069605 -0.503288 -0.73 0.32 -0.24 0.91
H -2.284056 -3.558105 -2.397488 -0.01 -0.03 0.01 0.56
H -2.239756 -2.032705 -1.519588 -0.03 -0.02 -0.06 -0.08
H -1.132456 -2.322205 -2.874888 -0.06 0.07 -0.10 0.13
H -1.175756 -5.330405 -1.677888 -0.11 -0.04 -0.07 0.50
H 0.397744 -6.443905 -0.112788 0.00 -0.11 -0.01 0.44
H 1.812844 -4.984005 1.341012 0.02 -0.01 -0.02 0.49
H 1.842344 -1.335405 4.564912 0.00 -0.01 0.09 0.51
H 0.443144 0.267095 5.889612 0.02 0.02 0.14 0.49
H -1.071056 1.791895 4.627512 -0.09 0.02 0.04 0.59
H -2.509156 1.758095 2.456012 0.00 -0.01 0.03 0.56
H -1.226356 2.950095 2.357812 0.03 0.09 -0.02 0.60
H -1.496556 1.843795 1.002612 -0.05 0.14 0.08 -0.35
H 5.150144 -1.582405 0.965612 0.08 -0.01 0.01 0.51
H 6.414144 -0.088405 -0.595488 0.14 0.01 -0.02 0.45
H 5.094144 1.449595 -2.043188 0.04 0.07 -0.06 0.57
H 2.679644 1.463695 -3.259788 0.04 0.05 -0.07 0.49
H 1.447244 1.766195 -2.023488 0.11 0.08 -0.09 -0.32
H 2.941644 2.718795 -2.060388 -0.03 0.05 -0.03 0.55
C -0.461656 4.488395 -0.982088 -0.26 -0.06 -0.26 -0.72
O 0.557244 4.336095 -0.001988 0.29 -0.14 0.25 -0.59
C 0.918444 3.105595 0.373712 0.06 0.37 0.29 -0.01
O 0.436544 2.074995 -0.098688 0.04 -0.24 -0.19 0.31
N 1.848544 3.192595 1.334012 0.00 0.29 0.19 0.02
N 2.637444 2.127695 1.807012 0.21 -0.25 -0.13 -0.45
H -0.561256 5.561795 -1.124288 -0.02 -0.10 -0.01 0.31
H -1.405156 4.070495 -0.626688 0.05 0.01 -0.02 0.25
H -0.170456 4.014195 -1.920788 -0.02 0.01 0.05 0.26
H 2.219144 4.112895 1.545512 -0.09 -0.23 -0.24 0.30
H 2.549444 2.063995 2.821012 -0.28 -0.05 -0.25 0.38
H 2.303044 1.266995 1.378112 0.04 0.30 0.16 -0.25
Br -5.721556 -1.009205 4.190312 0.22 0.06 -0.31 -0.12
C -4.577156 -0.715005 2.711912 0.10 -0.08 0.05 -0.21
C -4.965456 0.146695 1.687912 -0.10 -0.15 0.21 -0.76
C -4.121056 0.382695 0.625712 0.47 -0.12 -0.19 -0.49
C -2.858756 -0.228605 0.565912 -1.07 -0.41 1.09 -0.89
C -2.511356 -1.134705 1.575312 0.02 0.21 -0.55 0.17
C -3.351156 -1.372605 2.639412 -0.45 0.11 0.25 -0.72
N -1.924556 -0.035205 -0.441988 0.48 0.71 -1.26 1.67
C -2.214856 0.538595 -1.557588 -0.39 -0.34 0.95 -0.58
C -1.300956 0.412795 -2.668288 0.59 0.03 -0.94 0.37
C -1.732556 0.632895 -3.979188 0.03 -0.02 0.55 -1.02
C -0.910356 0.264395 -5.030288 0.38 -0.15 0.16 -0.79
C 0.321444 -0.306705 -4.732788 -0.29 0.11 0.00 -1.01
C 0.690244 -0.457005 -3.401388 0.14 -0.04 -0.17 -0.80
N -0.087956 -0.101205 -2.390288 -0.24 0.22 0.12 1.10
H -5.932556 0.622695 1.720312 -0.08 0.06 0.05 0.48
H -4.452156 1.056095 -0.149888 -0.02 0.12 -0.03 0.38
H -1.570156 -1.659105 1.494712 0.02 -0.02 0.05 0.11
H -3.063956 -2.059705 3.417612 0.02 -0.13 0.10 0.54
H -3.186556 0.976195 -1.771688 -0.08 -0.08 0.07 0.46
H -2.711156 1.050395 -4.163488 -0.08 0.04 0.03 0.56
H -1.227856 0.401495 -6.053688 0.00 0.01 -0.04 0.49
H 0.985144 -0.628205 -5.518388 0.11 -0.05 -0.05 0.54
H 1.648244 -0.885505 -3.140088 0.07 -0.03 0.02 0.60
```
Positions in Å, forces in eV/Å.

As for the highest occupied orbital energy: -13.42 eV. The net charge is +2. The orbital gap comes out at 7.08 eV. As for the calculated total energy: -162440.16486 eV. Its multiplicity is 4.

=====

(3)
Computed, not measured: C32H33CaN8O2 as an isolated structure, with ωB97M-V/def2-TZVPD.

Structure (XYZ):
```
76
Properties=species:S:1:pos:R:3:forces:R:3:mulliken_charge:R:1
Ca 0.362419 -0.087421 1.407059 0.13 0.03 0.04 1.78
C 0.283670 -2.653419 5.168155 0.01 0.03 0.02 -0.38
C -0.139508 -3.786254 4.586380 -0.03 -0.04 0.01 -1.45
C 0.458836 -3.974286 3.243167 0.02 -0.03 -0.02 0.39
C 0.497822 -2.659719 2.474778 -0.04 0.01 0.03 0.50
C 1.331403 -1.568690 3.135471 -0.14 -0.02 -0.05 -1.05
C 1.140201 -1.661506 4.477641 0.06 0.06 -0.02 -0.57
C 0.430598 -3.112775 -0.161885 -0.02 0.00 -0.01 -0.20
C 0.250148 -4.117776 -1.147066 -0.01 0.01 -0.01 -0.98
C -0.041821 -3.762256 -2.424634 -0.01 0.00 0.00 -1.25
C -0.171726 -2.390905 -2.752737 0.01 0.00 0.00 1.09
C -0.482291 -1.944447 -4.057339 0.00 0.01 -0.01 -0.86
C -0.603558 -0.610433 -4.322716 0.00 -0.02 -0.01 -0.64
C -0.420096 0.327641 -3.286514 0.00 0.00 0.02 -0.73
C -0.119589 -0.074240 -2.014712 0.00 0.01 -0.01 -0.02
C 0.015437 -1.451159 -1.719323 -0.01 -0.01 0.00 -0.44
N 0.315732 -1.830199 -0.436217 -0.03 -0.09 0.01 0.82
H -0.011753 -2.428093 6.187005 0.00 -0.01 0.00 0.43
H -0.760009 -4.517329 5.088596 0.00 0.00 -0.01 0.44
H 1.521939 -4.211613 3.387885 0.01 0.02 0.00 0.58
H 1.562571 -0.899511 5.128299 0.00 0.00 0.00 0.47
H 0.352528 -5.156112 -0.861103 0.00 0.00 0.00 0.52
H -0.180415 -4.509891 -3.196305 0.00 0.00 0.00 0.45
H -0.624032 -2.679167 -4.840366 0.00 0.00 0.00 0.43
H -0.843694 -0.272974 -5.321906 0.00 0.00 0.00 0.41
H -0.521871 1.384228 -3.502842 0.00 -0.01 0.01 0.25
H 0.013872 0.661735 -1.228282 0.00 0.00 0.00 0.60
N 2.691332 0.495470 0.493212 -0.05 -0.05 0.09 -0.45
C 2.677017 1.845457 -0.081833 -0.01 0.02 0.00 1.00
C 4.052028 2.501448 -0.193328 -0.01 0.01 -0.02 -0.89
C 4.129143 3.904427 -0.824505 0.02 -0.02 0.00 -1.01
C 3.211945 4.171861 -2.018181 0.01 0.00 0.00 -0.92
N 1.846948 4.388364 -1.527871 -0.02 0.05 0.03 -0.16
C 0.730427 4.143006 -2.183933 0.03 -0.05 0.00 0.74
N 0.734466 4.099414 -3.524394 0.00 0.02 -0.01 -0.36
N -0.393734 3.915879 -1.499214 -0.03 -0.02 -0.02 -0.21
C 1.611469 2.647627 0.689700 -0.06 0.02 0.04 -0.62
O 1.871922 3.752172 1.162444 0.03 0.01 -0.05 -0.73
O 0.448902 2.098682 0.694319 -0.06 0.05 0.07 -0.68
H 3.152096 0.474496 1.401135 0.08 0.01 -0.04 0.26
H 3.182296 -0.163132 -0.099354 0.02 0.00 -0.01 0.23
H 2.256983 1.730384 -1.089148 0.00 0.00 0.00 0.00
H 4.673835 1.818556 -0.780969 0.00 0.00 0.01 0.41
H 4.501435 2.555258 0.800511 -0.01 0.00 0.01 0.32
H 5.154485 4.069495 -1.157124 0.00 0.00 0.00 0.45
H 3.924579 4.661455 -0.067096 0.00 0.00 0.00 0.34
H 3.210302 3.329402 -2.716802 -0.01 0.01 0.00 0.44
H 3.559841 5.057665 -2.553961 0.00 0.00 0.00 0.49
H 1.765396 4.513281 -0.516315 0.01 -0.01 -0.01 0.32
H 1.486106 4.530459 -4.034792 0.00 0.00 0.00 0.21
H -0.103323 3.877686 -4.032081 0.00 0.00 0.00 0.23
H -0.323941 3.528637 -0.557829 -0.02 0.00 0.00 0.03
H -1.276361 3.836921 -1.974111 -0.01 0.02 0.00 0.29
C -5.176211 2.578621 0.057323 0.01 0.00 0.00 -0.41
C -5.613897 1.258196 0.079522 0.00 0.01 0.00 -0.66
C -4.749347 0.241318 0.442034 0.01 -0.01 0.00 -0.30
C -3.433165 0.554270 0.769978 -0.07 0.06 -0.03 0.11
C -2.983795 1.868776 0.733300 0.02 -0.02 0.02 0.10
C -3.863983 2.884240 0.389360 -0.02 0.01 0.00 -0.86
N -2.468439 -0.423311 1.151433 0.09 0.00 0.00 0.87
N -2.926676 -1.521234 1.483916 -0.03 0.02 0.02 -0.97
C -1.885523 -2.473771 1.851827 0.00 0.01 -0.08 0.41
C -2.278162 -3.861702 1.657681 0.02 0.00 0.05 -0.63
C -1.391536 -4.859655 1.678023 0.00 0.00 -0.01 -0.94
C 0.073436 -4.735572 1.940807 0.02 -0.02 0.00 0.17
C 0.811114 -3.536624 1.224618 0.03 -0.06 0.02 -0.08
N -0.780726 -1.995754 2.218215 0.04 -0.07 -0.04 -0.59
H -5.864324 3.368799 -0.212956 0.00 0.00 0.00 0.40
H -6.637631 1.025069 -0.180901 0.00 0.00 0.00 0.38
H -5.076012 -0.788289 0.471840 0.00 0.00 0.00 0.45
H -1.957689 2.090920 1.003552 0.00 0.01 -0.01 0.24
H -3.532924 3.915308 0.399504 0.00 -0.01 0.00 0.48
H -3.324894 -4.049302 1.459489 0.00 0.00 0.01 0.50
H -1.763716 -5.863471 1.504430 -0.01 0.01 0.01 0.45
H 0.552721 -5.705002 1.820630 0.00 0.00 0.00 0.69
H 1.879008 -3.769614 1.237424 0.00 0.02 -0.01 0.85
```
Positions in Å, forces in eV/Å.

As for the highest occupied orbital energy: -9.43 eV. The net charge is +1. The orbital gap comes out at 6.22 eV. As for the calculated total energy: -68169.49249 eV.